A single C5H10O molecule at a distorted geometry. Source: the Open Molecules 2025 dataset; level of theory: wB97M-V/def2-TZVPD.

```
16
Properties=species:S:1:pos:R:3
O -1.654 -0.073 0.949
C -1.036 0.145 -0.333
C -0.186 -1.085 -0.621
C 0.957 -1.063 0.390
C 1.286 0.757 0.369
C -0.020 1.416 -0.206
H -2.588 -0.309 0.884
H -1.816 0.191 -1.119
H -0.925 -1.896 -0.607
H 0.241 -1.028 -1.631
H 1.755 -1.809 0.107
H 0.619 -1.374 1.398
H 1.499 1.099 1.397
H 2.174 0.955 -0.262
H -0.504 2.152 0.470
H 0.162 1.964 -1.168
```

Summary:
Energy (a.u.): -271.7013
ΔE to the lowest compared entry with this formula, charge and spin (kJ/mol): 134.84
Molecular weight (g/mol): 86.134
Spin multiplicity: 1
Net charge: 0
Kohn-Sham gap (eV): 10.990

4 unconnected molecules or ions with the total composition H8O3S2 at a distorted geometry. Source: the Open Molecules 2025 dataset; level of theory: wB97M-V/def2-TZVPD.

```
13
Properties=species:S:1:pos:R:3
S 3.299 -3.864 -2.617
S 3.976 -2.363 -1.484
H 4.317 -4.920 -2.468
H 3.055 -2.073 -0.543
O 1.752 4.316 0.368
H 1.085 4.047 -0.266
H 1.204 4.545 1.231
O -3.743 0.589 -0.560
H -3.033 0.791 -1.190
H -3.758 1.409 0.072
O -2.471 -0.635 2.621
H -3.061 -0.364 1.953
H -2.622 -1.479 2.881
```

Summary:
Energy (a.u.): -1026.8336
ΔE to the lowest compared entry with this formula, charge and spin (kJ/mol): 137.64
Molecular weight (g/mol): 120.195
Spin multiplicity: 1
Net charge: 0
Kohn-Sham gap (eV): 9.265

A single C6H6 molecule. Source: the Open Molecules 2025 dataset; level of theory: wB97M-V/def2-TZVPD.

```
12
Properties=species:S:1:pos:R:3
C -1.538 0.655 2.039
C -0.674 0.473 1.221
C 0.397 0.289 0.226
C 0.000 0.787 -1.179
C 0.779 -1.121 0.041
C 1.053 -2.221 -0.362
H -2.304 0.806 2.768
H 1.270 0.858 0.574
H -0.824 0.173 -1.554
H -0.302 1.836 -1.178
H 0.855 0.652 -1.847
H 1.285 -3.188 -0.749
```

Summary:
Energy (a.u.): -232.0831
ΔE to the lowest compared entry with this formula, charge and spin (kJ/mol): 375.91
Molecular weight (g/mol): 78.114
Spin multiplicity: 1
Net charge: 0
Kohn-Sham gap (eV): 11.047

A molecular structure, C15H31NO3P2Pd at a distorted geometry. Source: the Open Molecules 2025 dataset; level of theory: wB97M-V/def2-TZVPD.

```
53
Properties=species:S:1:pos:R:3
P 3.801 1.001 -6.426
P 1.542 -1.611 -5.256
C 3.928 -0.896 -6.527
C 2.534 -1.527 -6.855
H 4.213 -1.152 -5.489
H 4.665 -1.251 -7.226
H 1.954 -0.890 -7.539
H 2.515 -2.574 -7.189
C 2.438 -3.141 -4.639
H 1.776 -3.708 -3.973
H 3.387 -2.966 -4.127
H 2.622 -3.774 -5.525
C 0.160 -2.744 -5.628
H 0.521 -3.454 -6.375
H -0.762 -2.264 -5.944
H -0.029 -3.310 -4.709
C 5.190 1.893 -5.649
H 4.904 2.960 -5.488
H 5.989 1.806 -6.407
H 5.527 1.430 -4.707
C 3.624 1.894 -7.985
H 4.065 1.435 -8.894
H 4.042 2.926 -7.932
H 2.532 2.100 -8.107
Pd 1.917 0.546 -5.552
C -1.280 -3.059 0.969
C -0.103 -3.508 1.414
C 1.072 -4.059 0.699
C 1.790 -2.900 -0.048
C 1.287 -2.677 -1.424
C 0.106 -3.018 -1.957
C -0.980 -3.898 -1.420
C -1.879 -3.180 -0.412
C 1.790 1.736 -3.996
H -1.932 -2.514 1.672
H 0.106 -3.416 2.481
H 0.918 -4.913 0.022
H 1.802 -4.373 1.462
H 1.661 -1.996 0.562
H 2.878 -3.059 -0.045
H 1.925 -1.968 -1.940
H -0.164 -2.479 -2.884
H -0.571 -4.768 -0.891
H -1.585 -4.175 -2.299
H -2.168 -2.171 -0.795
H -2.817 -3.770 -0.319
H 1.139 1.257 -3.260
H 1.311 2.607 -4.471
H 2.788 1.921 -3.598
O -1.462 1.154 2.265
N -0.643 0.263 1.933
O -0.507 -0.799 2.632
O 0.083 0.398 0.903
```

Summary:
Energy (a.u.): -1680.7749
ΔE to the lowest compared entry with this formula, charge and spin (kJ/mol): 240.50
Molecular weight (g/mol): 441.785
Spin multiplicity: 3
Net charge: 0
Kohn-Sham gap (spin up / spin down) (eV): 4.760 / 2.236

14 unconnected molecules or ions with the total composition C47H52F9N5O27 at a distorted geometry. Source: the Open Molecules 2025 dataset; level of theory: wB97M-V/def2-TZVPD.

```
140
Properties=species:S:1:pos:R:3
N 8.320 20.244 11.270
C 9.314 19.531 10.687
C 8.815 18.423 10.130
C 7.343 18.515 10.275
C 7.102 19.608 11.049
H 8.625 21.000 11.837
H 10.317 19.916 10.788
H 9.284 17.568 9.656
H 6.581 17.846 9.948
H 6.263 20.121 11.448
N 14.589 12.418 15.226
C 15.847 12.199 15.702
C 16.436 13.348 16.170
C 15.363 14.289 16.122
C 14.268 13.711 15.521
H 13.910 11.756 14.812
H 16.336 11.240 15.743
H 17.433 13.608 16.520
H 15.389 15.325 16.378
H 13.326 14.147 15.273
N 13.952 19.963 6.030
C 13.811 21.306 6.201
C 12.703 21.569 6.918
C 12.135 20.258 7.211
C 12.884 19.319 6.656
H 14.633 19.646 5.397
H 14.517 22.001 5.762
H 12.256 22.481 7.243
H 11.245 20.204 7.794
H 12.706 18.257 6.513
N 11.582 12.088 15.759
C 11.068 12.173 14.424
C 11.387 10.979 13.827
C 11.972 10.130 14.795
C 12.090 10.833 15.963
H 11.525 12.783 16.523
H 10.611 13.080 14.159
H 11.225 10.770 12.798
H 12.378 9.153 14.602
H 12.487 10.567 16.916
N 10.368 14.985 7.450
C 11.007 13.855 7.841
C 12.275 14.198 8.202
C 12.383 15.668 8.067
C 11.217 16.083 7.509
H 9.425 15.029 7.071
H 10.560 12.862 7.907
H 13.075 13.534 8.523
H 13.342 16.174 8.138
H 10.914 17.055 7.182
C 13.487 21.750 11.033
C 14.233 21.678 12.398
O 13.179 21.536 13.313
C 11.977 21.465 12.670
O 10.904 21.246 13.173
O 12.131 21.479 11.339
F 14.987 22.804 12.646
H 13.786 21.050 10.288
H 13.589 22.787 10.732
H 14.957 20.912 12.481
C 8.418 14.582 10.397
C 8.947 13.136 10.855
O 8.352 12.251 9.945
C 7.737 12.929 8.927
O 7.337 12.425 7.941
O 7.621 14.257 9.237
F 8.473 12.762 12.050
H 9.153 15.348 10.080
H 7.744 15.060 11.139
H 10.029 13.083 10.990
C 12.537 18.459 14.903
C 13.466 17.283 15.095
O 14.354 17.697 16.054
C 14.371 19.010 16.196
O 15.190 19.684 16.668
O 13.201 19.503 15.595
F 14.211 17.075 13.912
H 11.516 18.372 15.306
H 12.396 18.810 13.889
H 12.971 16.345 15.309
C 15.947 18.455 9.011
C 17.488 18.405 8.584
O 17.485 17.993 7.235
C 16.247 17.354 6.975
O 16.037 16.808 5.956
O 15.394 17.592 7.950
F 18.158 17.437 9.328
H 15.415 19.405 8.937
H 15.786 17.980 9.942
H 18.112 19.285 8.677
C 16.465 13.924 12.617
C 15.375 13.124 11.853
O 15.205 13.891 10.640
C 15.949 15.015 10.650
O 16.066 15.831 9.765
O 16.470 15.137 11.857
F 14.176 13.162 12.518
H 17.393 13.368 12.564
H 16.074 14.094 13.628
H 15.434 12.061 11.642
C 16.865 18.624 13.369
C 17.839 17.829 12.547
O 18.407 16.955 13.435
C 17.799 17.013 14.651
O 17.931 16.232 15.561
O 16.837 18.007 14.656
F 18.870 18.628 12.078
H 15.839 18.562 12.997
H 17.068 19.711 13.552
H 17.393 17.299 11.731
C 17.886 24.260 7.624
C 16.460 24.817 7.636
O 15.867 24.011 8.548
C 16.493 22.798 8.690
O 16.015 21.836 9.220
O 17.727 22.882 8.121
F 15.825 24.593 6.418
H 18.651 24.762 8.182
H 18.123 24.218 6.532
H 16.388 25.888 7.832
C 12.589 15.685 11.256
C 11.430 16.702 11.068
O 12.115 17.954 10.935
C 13.390 17.871 11.216
O 14.075 18.826 11.419
O 13.746 16.578 11.300
F 10.537 16.634 12.122
H 12.759 14.982 10.471
H 12.618 15.187 12.239
H 10.783 16.496 10.200
C 7.870 17.326 14.531
C 7.356 15.828 14.533
O 8.443 15.088 15.029
C 9.608 15.836 14.917
O 10.766 15.434 14.987
O 9.283 17.107 14.643
F 6.978 15.356 13.288
H 7.411 17.847 15.370
H 7.579 17.787 13.608
H 6.488 15.620 15.197
```

Summary:
Energy (a.u.): -5026.2934
Molecular weight (g/mol): 1289.923
Spin multiplicity: 1
Net charge: 0
Kohn-Sham gap (eV): 8.519

2 unconnected molecules or ions with the total composition C3H5NO2 at a distorted geometry. Source: the Open Molecules 2025 dataset; level of theory: wB97M-V/def2-TZVPD.

```
11
Properties=species:S:1:pos:R:3
O -2.340 -0.908 -0.267
N -2.925 0.101 -0.500
O -2.801 1.193 -0.021
H -3.625 0.056 -1.284
C 1.499 0.291 1.130
C 0.970 -0.596 0.337
C 2.155 0.104 -0.224
H 1.334 0.993 1.908
H 0.324 -1.400 0.204
H 2.215 0.569 -1.168
H 3.195 -0.404 -0.115
```

Summary:
Energy (a.u.): -322.3153
ΔE to the lowest compared entry with this formula, charge and spin (kJ/mol): 679.99
Molecular weight (g/mol): 87.078
Spin multiplicity: 1
Net charge: 0
Kohn-Sham gap (eV): 9.166